Below is the molecule C4H14N4OS at a distorted geometry, with properties calculated with ωB97M-V/def2-TZVPD.

Atoms and positions in Å:
C (-2.162, 0.013, 1.528)
C (1.224, -0.639, 1.487)
C (-1.560, 0.165, -0.001)
C (1.662, 0.271, 0.290)
N (-2.369, 0.858, -0.956)
N (-1.223, -1.072, -0.620)
N (1.779, -0.545, -0.900)
N (2.657, 1.308, 0.448)
O (0.095, 1.751, -1.333)
S (0.119, 1.288, 0.105)
H (-3.110, -0.364, 1.415)
H (-1.466, -0.703, 1.979)
H (-2.140, 0.988, 1.844)
H (0.786, 0.159, 2.225)
H (0.478, -1.393, 1.273)
H (2.197, -1.057, 1.925)
H (-1.844, 1.279, -1.708)
H (-3.018, 1.547, -0.596)
H (-1.460, -1.941, -0.303)
H (-1.367, -1.047, -1.696)
H (2.166, -0.075, -1.651)
H (0.988, -1.157, -1.103)
H (2.640, 1.862, -0.406)
H (3.560, 1.011, 0.804)

## Properties
**Kohn-Sham gap**: 0.3183 hartree
**M**: 166.25 g/mol
**Energy above the lowest of the compared OMol25 structures with the same formula, charge and spin**: 0.000 eV
**F_max**: 5.619 eV/A